[1]
DFT (wB97M-V/def2-TZVPD) results for a structure of composition C37H45AsN8OSTi in a non-equilibrium geometry.

Results
Total energy   -5433.7168 Ha
Relative energy (zero: lowest compared OMol25 entry of this formula, charge and spin)   12.2 kcal/mol
2S+1   1
Highest occupied orbital energy   -6.1 eV
LUMO energy   0.12 eV

Last column: Mulliken charge in e.
Cartesian coordinates (Å):
Ti1 0.370 1.092 0.599  -2.597
C1 1.572 -2.883 4.302  -0.543
C2 2.564 -1.967 3.956  -0.906
C3 2.482 -1.256 2.772  0.600
C4 1.406 -1.448 1.903  -0.746
C5 0.425 -2.372 2.248  -0.503
C6 0.503 -3.081 3.442  -0.556
N1 1.296 -0.735 0.687  1.587
C7 2.418 -0.846 -0.145  -0.322
C8 3.170 -1.996 -0.345  -0.376
C9 4.226 -1.983 -1.251  -0.986
C10 4.531 -0.829 -1.964  -0.622
C11 3.816 0.342 -1.736  -0.888
C12 2.789 0.335 -0.806  0.327
N2 2.070 1.429 -0.326  2.077
N3 2.544 2.685 -0.629  -1.418
C13 1.788 3.567 -0.041  0.246
C14 2.089 4.977 -0.117  -0.947
C15 1.324 5.871 0.542  -0.395
C16 0.191 5.418 1.297  -0.943
C17 -0.079 4.090 1.306  -0.884
N4 0.668 3.152 0.659  0.810
H1 1.642 -3.441 5.227  0.391
H2 3.408 -1.811 4.616  0.382
H3 3.248 -0.538 2.500  0.481
H4 -0.388 -2.537 1.554  0.580
H5 -0.263 -3.809 3.684  0.417
H6 2.923 -2.898 0.204  0.533
H7 4.811 -2.882 -1.405  0.397
H8 5.337 -0.834 -2.686  0.392
H9 4.067 1.267 -2.237  0.477
H10 2.948 5.269 -0.704  0.548
H11 1.553 6.928 0.494  0.389
H12 -0.448 6.109 1.828  0.475
H13 -0.964 3.714 1.815  0.751
C18 -0.228 2.464 -2.251  -0.628
N5 -0.714 1.616 -1.149  1.843
C19 -1.986 1.493 -0.990  -0.616
C20 -2.482 0.788 0.151  -0.349
C21 -3.750 0.354 0.504  -1.261
C22 -3.584 -0.397 1.681  -1.135
C23 -2.226 -0.364 1.978  -1.084
N6 -1.544 0.361 1.066  2.094
C24 -1.010 2.366 -3.537  -0.556
C25 -1.184 1.149 -4.191  0.508
C26 -1.821 1.099 -5.419  -0.753
C27 -2.285 2.264 -6.018  -0.401
C28 -2.121 3.478 -5.373  -0.737
C29 -1.490 3.524 -4.136  -0.211
H14 0.820 2.213 -2.424  0.348
H15 -0.244 3.502 -1.903  0.268
H16 -2.679 1.897 -1.730  0.507
H17 -4.662 0.526 -0.044  0.541
H18 -4.350 -0.909 2.241  0.528
H19 -1.707 -0.856 2.790  0.265
H20 -0.824 0.238 -3.730  0.047
H21 -1.947 0.146 -5.917  0.413
H22 -2.772 2.223 -6.984  0.375
H23 -2.480 4.391 -5.829  0.390
H24 -1.368 4.474 -3.629  0.414
C30 0.465 3.200 4.818  -1.240
As1 -0.335 1.673 3.989  1.033
C31 -2.194 2.134 3.789  -1.319
C32 -0.185 0.271 5.274  -1.149
O1 0.588 1.296 2.647  0.255
H25 0.002 3.374 5.789  0.434
H26 0.339 4.070 4.174  0.325
H27 1.529 3.000 4.939  0.352
H28 -2.355 3.056 4.346  0.559
H29 -2.802 1.330 4.196  0.427
H30 -2.457 2.266 2.741  0.229
H31 -0.567 0.621 6.233  0.476
H32 0.871 0.012 5.350  0.286
H33 -0.730 -0.612 4.946  0.325
C33 -2.598 -3.572 -0.392  -0.911
N7 -1.588 -4.134 -1.272  0.220
C34 -2.117 -5.243 -2.058  -1.216
C35 -0.721 -3.261 -1.905  -0.047
S1 -0.938 -1.612 -1.875  0.051
N8 0.333 -3.847 -2.515  0.253
C36 1.192 -3.099 -3.415  -0.892
C37 0.887 -5.118 -2.081  -1.298
H34 -2.993 -4.380 0.225  0.346
H35 -3.418 -3.114 -0.956  0.382
H36 -2.169 -2.802 0.243  -0.041
H37 -3.063 -4.948 -2.528  0.360
H38 -2.304 -6.106 -1.417  0.297
H39 -1.427 -5.533 -2.844  0.436
H40 0.624 -2.305 -3.890  0.279
H41 1.571 -3.785 -4.174  0.368
H42 2.030 -2.651 -2.880  0.226
H43 0.385 -5.455 -1.178  0.391
H44 1.948 -4.977 -1.863  0.412
H45 0.797 -5.887 -2.854  0.352

---

[2]
DFT (wB97M-V/def2-TZVPD) results for a cluster of 7 separate species, C37H45F9N2O20 in total in a non-equilibrium geometry.

Results
Structure (SMILES)   CC(C)=NC1=CC(=O)C(N)=C(C(F)(F)C(F)(F)C(F)(F)C(F)(F)F)C1=O.C[C@@H]1COC(=O)O1.C[C@@H]1COC(=O)O1.C[C@@H]1COC(=O)O1.C[C@@H]1COC(=O)O1.C[C@@H]1COC(=O)O1.C[C@@H]1COC(=O)O1
Total energy   -3950.0819 Ha
2S+1   1
Highest occupied orbital energy   -8.8 eV
LUMO energy   -0.61 eV

Last column: Mulliken charge in e.
Cartesian coordinates (Å):
C1 -3.458 -0.084 -3.674  -1.209
C2 -2.668 0.285 -4.920  1.118
C3 -3.393 0.223 -6.220  -1.387
N1 -1.448 0.668 -4.855  -0.636
C4 -0.664 0.004 -3.892  0.047
C5 -0.095 -1.175 -4.169  -0.400
C6 0.707 -1.769 -3.089  -0.057
O1 1.723 -2.409 -3.246  -0.605
C7 0.144 -1.555 -1.695  1.205
N2 0.228 -2.652 -0.841  -0.392
C8 -0.414 -0.364 -1.409  -0.289
C9 -1.045 -0.088 -0.072  0.838
F1 -2.310 -0.590 -0.096  -0.298
F2 -0.382 -0.693 0.952  -0.352
C10 -1.121 1.403 0.338  0.580
F3 0.121 1.921 0.263  -0.297
F4 -1.996 2.084 -0.420  -0.313
C11 -1.566 1.597 1.823  0.645
F5 -0.523 1.424 2.655  -0.306
F6 -2.554 0.758 2.167  -0.277
C12 -2.097 3.046 2.086  0.605
F7 -2.087 3.225 3.429  -0.278
F8 -3.358 3.192 1.683  -0.244
F9 -1.299 3.975 1.560  -0.229
C13 -0.398 0.626 -2.541  0.255
O2 -0.165 1.804 -2.419  -0.639
H1 -4.521 -0.049 -3.870  0.527
H2 -3.167 -1.069 -3.308  0.310
H3 -3.191 0.639 -2.908  0.199
H4 -4.454 0.343 -6.018  0.313
H5 -3.091 1.017 -6.891  0.324
H6 -3.297 -0.766 -6.663  0.338
H7 -0.221 -1.691 -5.105  0.526
H8 0.847 -2.434 -0.070  0.253
H9 0.638 -3.440 -1.334  0.204
C14 -4.273 6.386 -4.001  -1.491
C15 -4.105 4.903 -4.207  0.810
C16 -3.482 4.508 -5.522  -0.517
O3 -4.008 3.187 -5.716  -0.285
C17 -5.204 3.134 -5.077  0.667
O4 -5.986 2.246 -5.189  -0.551
O5 -5.377 4.224 -4.297  -0.394
H10 -4.801 6.840 -4.841  0.280
H11 -4.861 6.586 -3.108  0.406
H12 -3.307 6.868 -3.897  0.296
H13 -3.557 4.464 -3.367  0.168
H14 -2.395 4.488 -5.494  0.335
H15 -3.812 5.136 -6.353  0.291
C18 1.988 -7.602 -5.099  -1.546
C19 1.681 -6.273 -4.458  0.580
C20 1.411 -6.330 -2.977  0.004
O6 0.573 -5.179 -2.788  -0.223
C21 -0.081 -4.963 -3.954  0.620
O7 -0.986 -4.200 -4.072  -0.578
O8 0.432 -5.725 -4.942  -0.390
H16 1.216 -8.336 -4.863  0.369
H17 2.020 -7.504 -6.184  0.372
H18 2.950 -7.976 -4.751  0.381
H19 2.469 -5.552 -4.685  0.293
H20 2.309 -6.260 -2.378  -0.182
H21 0.845 -7.219 -2.685  0.287
C22 0.791 8.379 -1.677  -1.369
C23 -0.383 9.289 -1.934  0.470
C24 -1.178 9.669 -0.708  -0.478
O9 -2.473 9.935 -1.265  -0.326
C25 -2.592 9.181 -2.384  0.649
O10 -3.601 9.011 -2.985  -0.503
O11 -1.396 8.635 -2.721  -0.324
H22 0.483 7.496 -1.114  0.295
H23 1.217 8.029 -2.617  0.357
H24 1.565 8.902 -1.116  0.384
H25 -0.060 10.178 -2.483  0.267
H26 -0.790 10.546 -0.197  0.308
H27 -1.272 8.846 0.004  0.280
C26 4.305 -5.669 2.979  -1.629
C27 4.054 -5.110 1.600  0.549
C28 2.678 -5.388 1.048  -0.539
O12 2.917 -5.353 -0.369  -0.243
C29 4.211 -5.720 -0.564  0.601
O13 4.673 -5.980 -1.627  -0.550
O14 4.880 -5.753 0.608  -0.388
H28 4.069 -6.721 3.015  0.472
H29 5.358 -5.564 3.243  0.402
H30 3.701 -5.142 3.718  0.416
H31 4.279 -4.039 1.572  0.237
H32 1.940 -4.643 1.334  0.359
H33 2.309 -6.382 1.312  0.262
C30 3.875 -7.576 9.271  -1.444
C31 3.581 -7.052 7.888  0.515
C32 2.197 -7.359 7.369  -0.509
O15 2.407 -7.351 5.949  -0.302
C33 3.698 -7.705 5.733  0.640
O16 4.150 -7.976 4.669  -0.549
O17 4.395 -7.704 6.894  -0.342
H34 3.652 -8.642 9.339  0.350
H35 4.930 -7.451 9.510  0.355
H36 3.282 -7.044 10.015  0.385
H37 3.791 -5.980 7.837  0.264
H38 1.455 -6.617 7.654  0.296
H39 1.847 -8.352 7.660  0.320
C34 1.018 4.825 4.655  -1.290
C35 0.761 4.451 6.091  0.597
C36 -0.656 4.675 6.552  -0.420
O18 -0.486 4.864 7.962  -0.350
C37 0.760 5.375 8.150  0.584
O19 1.158 5.822 9.172  -0.515
O20 1.482 5.302 7.001  -0.369
H40 0.687 5.845 4.452  0.364
H41 2.084 4.786 4.429  0.375
H42 0.493 4.146 3.983  0.187
H43 1.078 3.420 6.277  0.243
H44 -1.308 3.829 6.349  0.231
H45 -1.099 5.582 6.133  0.342

---

> Which value of LUMO energy does entry 2 give?

-0.61 eV